The following is a quantum chemistry calculation of a single C19H22N2O2S molecule at a distorted geometry, from OMol25.

Last column: natural (NBO) charge in e.
Geometry (Å):
1 C -5.763 -3.832 1.945  -0.592
2 H -5.442 -4.063 0.932  0.209
3 H -6.376 -2.934 1.916  0.207
4 H -6.370 -4.655 2.314  0.210
5 C -4.550 -3.617 2.852  -0.433
6 C -3.698 -2.499 2.359  -0.165
7 C -2.490 -2.569 1.728  -0.267
8 C -1.974 -1.316 1.359  -0.207
9 C -2.798 -0.275 1.708  -0.251
10 C -2.611 1.124 1.497  0.011
11 N -1.573 1.553 0.890  -0.215
12 N -1.414 2.864 0.699  -0.430
13 C -0.316 3.460 0.123  0.662
14 O -0.246 4.675 0.141  -0.600
15 C 0.719 2.594 -0.475  -0.202
16 C 0.459 1.354 -1.048  -0.144
17 C 1.476 0.612 -1.619  -0.282
18 C 2.782 1.097 -1.631  0.320
19 C 3.042 2.353 -1.070  -0.257
20 C 2.025 3.089 -0.512  -0.141
21 H 2.220 4.063 -0.088  0.235
22 H 4.054 2.724 -1.094  0.224
23 O 3.852 0.462 -2.161  -0.494
24 C 3.698 -0.811 -2.771  0.096
25 H 2.887 -0.757 -3.509  0.181
26 C 3.464 -1.932 -1.733  -0.442
27 H 2.505 -2.429 -1.874  0.212
28 C 4.637 -2.904 -1.891  -0.400
29 C 5.761 -2.033 -2.441  -0.403
30 H 6.562 -2.614 -2.896  0.212
31 C 5.036 -1.146 -3.447  -0.417
32 H 5.580 -0.233 -3.680  0.229
33 H 4.853 -1.694 -4.372  0.205
34 H 6.181 -1.419 -1.644  0.203
35 H 4.898 -3.387 -0.951  0.213
36 H 4.384 -3.679 -2.617  0.196
37 H 3.474 -1.486 -0.737  0.223
38 H 1.240 -0.346 -2.055  0.211
39 H -0.545 0.963 -1.059  0.230
40 H -2.105 3.518 1.083  0.375
41 H -3.390 1.797 1.873  0.164
42 S -4.229 -0.858 2.506  0.426
43 H -1.035 -1.160 0.862  0.233
44 H -1.984 -3.500 1.539  0.223
45 H -4.896 -3.398 3.865  0.215
46 H -3.949 -4.528 2.885  0.218

SMILES = CCc1ccc(/C=N/NC(=O)c2ccc(OC3CCCC3)cc2)s1
energy above the lowest of the compared OMol25 structures with the same formula, charge and spin = 56.14 kcal per mole
LUMO energy = 0.22 eV

The following is a quantum chemistry calculation of C6H12OPTb as an isolated structure at a distorted geometry, from OMol25.

Last column: Löwdin spin population.
Geometry (Å):
1 C -0.856 1.087 -1.756  0.000
2 C -1.452 2.067 -2.610  0.000
3 C -0.499 3.104 -2.835  -0.001
4 C 0.712 2.760 -2.167  0.000
5 C 0.501 1.540 -1.453  -0.001
6 Tb 0.279 -1.460 0.495  6.275
7 P -0.117 -4.130 0.514  -0.124
8 H -1.310 0.148 -1.407  0.001
9 H -2.466 2.021 -3.006  0.000
10 H -0.661 4.007 -3.422  0.000
11 H 1.217 1.025 -0.799  -0.001
12 H 1.648 3.316 -2.183  0.000
13 H 0.939 -4.871 -0.158  -0.015
14 H -1.211 -4.587 -0.333  -0.018
15 H -0.331 -5.027 1.626  -0.017
16 C 0.603 -0.346 3.602  -0.039
17 O 0.506 -0.192 2.196  -0.027
18 H 1.314 -1.144 3.783  -0.019
19 H -0.373 -0.648 3.969  -0.010
20 H 0.927 0.593 4.040  -0.004
21 H 0.631 0.736 1.904  0.000

⟨S²⟩ = 12.773
spin multiplicity = 7
energy above the lowest of the compared OMol25 structures with the same formula, charge and spin = 0.00 kcal per mole
LUMO energy (spin up / spin down) = -0.65 / -0.59 eV